Formula: C37H94N3O13Zr
Source: the Open Molecules 2025 dataset
Level of theory: ωB97M-V with the def2-TZVPD basis set

Computed properties:
HOMO (eV): -9.39
Charge: +1
2S+1: 1
E (a.u.): -2654.9387

Each line ends with the Mulliken charge.
Cartesian coordinates (Å):
C 24.1848 2.3130 5.8385  -0.12
C 22.9201 8.9072 12.3915  -1.62
H 28.5425 3.8120 9.4876  -0.02
C 27.9873 4.4556 14.9697  -1.44
C 20.8840 9.5743 9.1741  -0.83
C 29.6220 4.9599 13.1461  -1.74
H 22.0464 8.4273 12.8324  0.36
H 21.3999 3.1450 11.4538  0.29
O 21.7679 3.9264 11.8729  -0.54
C 22.5863 7.5973 8.7037  1.86
H 26.6837 -1.4278 3.2030  0.24
H 30.3799 4.2348 4.5786  0.32
H 21.7025 5.9423 7.6076  0.63
H 27.8284 1.1125 11.0935  0.40
H 22.6270 2.4715 7.2633  0.39
C 23.3783 8.4032 7.5976  -0.97
H 28.2362 -0.1178 14.0276  0.45
H 29.3910 0.6566 12.9547  0.42
C 28.6894 0.8391 13.7686  -1.05
H 26.9455 9.2513 8.5752  0.25
H 24.0115 -2.5365 6.3983  0.10
H 30.4233 5.4450 13.7034  0.40
H 26.2125 1.4938 11.3820  -0.39
O 26.9299 3.9096 12.1049  0.93
H 31.3533 3.6579 5.9959  0.29
H 23.1350 9.4565 7.7368  0.31
H 27.7092 3.0074 7.4955  0.07
C 24.0669 5.2138 13.5801  -0.73
H 23.3742 5.5547 8.0104  -0.43
C 24.5363 2.5010 8.5120  1.84
H 27.0975 5.9176 7.2294  -0.26
H 24.5064 8.0003 4.4319  0.18
H 26.7768 -0.0860 12.0252  0.53
H 24.0806 2.7966 10.6452  -0.11
C 28.7781 3.8661 13.8098  1.21
H 29.1561 1.4393 15.9462  0.41
H 22.9429 3.5017 9.5913  -0.04
C 22.9806 -2.2819 6.1526  -0.28
C 27.5369 1.6664 13.1180  1.25
O 27.9128 0.2419 3.4444  -0.48
C 21.3718 9.5403 10.5871  -1.50
C 22.8330 9.0522 10.8398  1.71
O 28.2693 5.7436 10.2984  0.32
H 23.4700 7.3686 1.9390  0.32
N 25.2309 3.7782 8.1711  -0.30
C 30.5376 4.2957 5.6554  -0.03
C 27.6332 8.5507 9.0490  -0.54
C 27.0442 0.9532 11.8338  -1.48
C 29.4169 1.5653 14.8954  -0.80
C 24.7684 3.7780 5.7579  -0.90
H 25.1667 3.9048 4.7513  0.43
H 20.0915 4.8539 12.5027  0.39
C 29.0341 4.7849 9.4910  -0.83
N 27.9857 3.0946 12.7808  0.11
H 23.4299 0.9957 7.3598  0.38
H 22.6794 -0.4118 11.3248  0.22
H 23.4675 4.5670 12.0211  -0.77
H 20.6107 8.9247 11.0665  0.37
H 30.3155 0.9488 14.9176  0.43
H 30.0736 4.7080 9.8099  0.55
H 23.5230 6.1370 13.7801  0.38
H 27.8812 1.1003 3.0158  0.30
C 23.6368 2.0612 7.2597  -1.59
H 21.2556 10.5629 10.9460  0.37
H 26.9289 2.0333 6.3707  -0.11
H 22.7501 -2.7935 5.2181  0.35
C 25.8792 4.0539 6.8270  1.75
O 23.2744 -1.3252 9.6012  -0.35
H 20.5442 5.1054 10.7704  0.30
H 19.8199 9.7697 9.0408  0.48
C 25.6309 1.3896 8.7837  0.38
H 24.1292 -1.5862 9.2509  0.28
H 28.9015 5.7689 13.0259  0.12
H 23.3230 10.8353 9.5296  0.33
H 23.9957 4.5106 5.9909  0.24
C 22.4766 6.0609 8.3657  -0.72
H 22.9363 9.8757 12.8913  0.55
H 23.8334 8.3339 12.5505  0.01
C 26.2735 1.5969 14.0558  -1.47
C 26.6889 -0.3407 3.1245  -0.08
H 22.8615 7.2421 4.3092  0.23
H 27.8907 3.3707 5.8825  0.50
H 26.0738 0.1623 3.8706  -0.21
H 27.0187 8.8557 10.9009  0.17
H 28.5756 5.1348 15.5867  0.46
C 26.2033 5.5419 6.7320  -1.61
H 24.2743 6.4224 3.6961  0.13
H 22.1594 5.5025 9.2464  -0.73
H 23.4910 4.3757 13.9724  0.30
H 25.5999 2.3903 13.7320  -0.23
H 30.3461 6.1732 5.4934  0.30
C 27.4948 -2.8232 7.9006  -0.76
H 26.6591 1.7347 15.0660  0.49
H 21.5459 5.8933 11.9885  0.04
H 27.4831 3.7622 15.6429  0.27
H 24.7785 9.9231 10.0258  -0.18
O 26.4254 -2.0339 8.3385  -0.43
H 21.3584 10.3850 8.6211  0.32
H 20.6200 7.9289 7.6107  0.49
H 30.0127 4.6627 12.1729  0.36
H 25.8618 0.5904 13.9810  0.53
C 23.8236 7.4065 3.8241  -0.27
N 23.0637 7.7081 10.1261  -0.31
H 24.8857 1.5060 5.6248  -0.43
O 27.0594 8.1076 10.3006  -0.29
H 26.3849 -0.0765 2.1116  0.31
H 28.5817 8.9806 9.3707  0.39
H 23.4604 2.1962 5.0324  0.55
H 26.5352 1.7794 9.2510  -0.76
H 27.0888 -3.8204 7.7308  0.27
H 24.4576 8.2810 7.6883  -0.08
O 22.2263 -2.6470 7.3165  -0.54
H 23.2694 8.0779 6.5630  0.01
H 27.1545 5.0659 14.6205  -0.14
C 20.9027 5.0344 11.7973  -0.58
H 30.7908 2.9737 13.7908  0.47
H 30.2540 3.4001 15.4429  0.29
O 24.2561 5.0896 12.1842  1.57
H 23.4475 -1.9411 11.4750  0.39
O 23.8000 8.0345 2.5466  -0.56
H 24.0626 10.9466 10.9980  0.47
H 26.0072 0.8733 7.9006  -0.46
C 23.5424 2.6002 9.7179  -1.31
H 22.9375 -1.2319 5.8633  0.09
H 29.6871 4.0553 6.2933  -0.25
H 26.5256 5.6810 5.7001  0.71
O 24.4373 7.1436 10.2453  1.58
H 29.1183 5.0633 8.4405  0.25
O 25.7403 4.4702 9.2702  1.95
H 25.4654 6.3172 6.9386  -0.20
C 27.1103 3.0859 6.5881  -1.22
C 23.7522 10.1803 10.2877  -1.32
H 28.9727 6.3538 10.5319  0.15
C 21.1167 8.1521 8.5549  -1.33
H 27.8716 7.6514 8.4812  0.02
H 22.8410 1.7671 9.6734  0.63
C 29.9485 2.9845 14.4826  -1.01
H 25.0696 5.2976 13.9992  0.04
H 25.1685 0.7133 9.5027  0.16
H 27.9138 -2.5376 6.9358  0.27
H 26.4576 -1.1315 8.0126  0.29
H 28.3241 -2.8545 8.6072  0.28
C 23.5325 -0.9840 10.9603  -0.47
O 31.0118 5.5510 5.7956  -0.53
H 22.0649 -1.8895 7.8837  0.33
Zr 26.1393 5.8142 11.0482  -0.78
H 20.5016 7.5718 9.2426  0.31
H 24.4788 -0.4805 11.1578  -0.06